[1]
A molecular structure, C23H43GeN4O2PtSSi2 in a non-equilibrium geometry. Source: OMol25; level of theory: ωB97M-V/def2-TZVPD.

```
! RIJCOSX wB97M-V def2-TZVPD def2/J DEFGRID3
* xyz 1 1
Pt -0.140 -0.114 -0.190
C 0.149 -2.307 3.459
Si 1.512 -2.094 2.175
C 1.216 -3.215 0.681
C 3.189 -2.463 2.975
C 1.535 -0.296 1.555
C 0.738 0.707 2.252
C 0.998 1.275 3.499
C 0.182 2.300 3.943
C -0.874 2.739 3.133
C -1.076 2.101 1.927
N -0.272 1.117 1.535
Si 3.015 0.459 0.622
C 2.447 2.138 -0.053
C 3.632 -0.764 -0.680
C 4.396 0.821 1.869
H 0.135 -3.318 3.866
H -0.819 -2.110 3.002
H 0.266 -1.613 4.294
H 0.784 -4.167 0.993
H 2.143 -3.433 0.149
H 0.525 -2.745 -0.019
H 3.207 -3.474 3.382
H 3.404 -1.778 3.796
H 4.002 -2.384 2.252
H 1.834 0.920 4.087
H 0.364 2.764 4.903
H -1.520 3.548 3.439
H -1.876 2.385 1.256
H 1.413 2.107 -0.397
H 3.063 2.472 -0.888
H 2.511 2.900 0.726
H 2.845 -1.431 -1.030
H 4.429 -1.388 -0.274
H 4.041 -0.249 -1.550
H 4.030 1.419 2.705
H 5.200 1.379 1.390
H 4.823 -0.096 2.274
O -1.543 -1.399 1.248
N -2.521 -2.117 0.768
C -3.526 -2.497 1.587
C -4.613 -3.183 1.116
C -4.681 -3.508 -0.238
C -3.624 -3.169 -1.051
C -2.524 -2.471 -0.542
S -1.188 -2.046 -1.536
H -3.401 -2.217 2.622
H -5.394 -3.469 1.805
H -5.539 -4.026 -0.640
H -3.604 -3.436 -2.097
C -3.994 0.596 -0.044
N -3.947 1.578 -1.107
C -2.812 1.897 -1.781
N -2.952 2.813 -2.773
O -1.698 1.435 -1.508
H -4.570 -0.281 -0.346
H -4.441 1.024 0.854
H -2.973 0.294 0.182
H -4.818 1.964 -1.429
H -3.840 3.153 -3.091
H -2.132 3.017 -3.318
C -0.638 0.736 -4.495
Ge 0.773 1.323 -3.238
C 2.495 1.260 -4.239
C 0.557 3.218 -2.697
C 1.124 -0.060 -1.856
H -0.843 1.522 -5.223
H -1.560 0.471 -3.983
H -0.287 -0.141 -5.039
H 2.441 1.908 -5.112
H 2.708 0.246 -4.574
H 3.317 1.597 -3.608
H 0.178 3.787 -3.548
H 1.521 3.647 -2.426
H -0.124 3.340 -1.859
H 2.128 0.102 -1.470
H 1.092 -1.020 -2.371
*
```

Calculated values
Kohn-Sham gap (alpha / beta): 6.59 / 6.58 eV
ΔE to the lowest compared entry with this formula, charge and spin: 60.1 kcal per mole
HOMO level (alpha / beta): -10.93 / -10.93 eV

***

[2]
A molecular structure, C41H36BiCl2N12O6SSe. Source: OMol25; level of theory: ωB97M-V/def2-TZVPD.

```
! RIJCOSX wB97M-V def2-TZVPD def2/J DEFGRID3
* xyz -2 2
Bi 0.409 -0.918 -0.343
N 4.138 1.688 -0.488
C 2.896 1.234 -0.931
S 2.816 -0.478 -1.358
N 1.942 2.078 -1.048
N 0.753 1.484 -1.424
C -0.035 2.219 -2.211
C 0.225 3.662 -2.449
C 0.369 4.174 -3.739
C 0.623 5.521 -3.956
C 0.749 6.394 -2.884
C 0.619 5.898 -1.592
C 0.366 4.553 -1.382
C -1.080 1.559 -2.915
C -2.079 2.264 -3.650
C -3.010 1.577 -4.379
C -2.971 0.172 -4.398
C -2.013 -0.439 -3.603
N -1.117 0.189 -2.853
H 4.703 0.965 -0.076
H 4.087 2.545 0.042
H 0.282 3.495 -4.579
H 0.733 5.889 -4.970
H 0.953 7.445 -3.052
H 0.716 6.567 -0.743
H 0.276 4.163 -0.377
H -2.102 3.346 -3.619
H -3.768 2.117 -4.936
H -3.667 -0.419 -4.978
H -1.967 -1.523 -3.571
Cl 2.116 -4.745 -2.823
C 0.404 -4.737 -2.527
C -0.327 -5.887 -2.848
C -1.670 -5.926 -2.627
Cl -2.556 -7.377 -3.045
C -2.347 -4.817 -2.071
C -3.733 -4.794 -1.805
C -4.290 -3.675 -1.269
C -3.463 -2.568 -1.002
N -2.179 -2.548 -1.233
C -1.600 -3.654 -1.757
C -0.177 -3.596 -1.988
O 0.551 -2.548 -1.747
H 0.187 -6.740 -3.267
H -4.326 -5.674 -2.011
H -5.345 -3.628 -1.032
H -3.899 -1.669 -0.581
C -1.727 2.460 1.476
N -1.999 1.211 0.775
C -2.543 0.252 1.742
N -3.779 0.753 2.369
C -3.469 2.022 3.024
N -2.939 3.028 2.096
C -3.935 3.228 1.038
N -4.258 1.993 0.324
C -3.003 1.478 -0.254
C -4.746 1.019 1.304
H -1.323 3.180 0.763
H -0.986 2.274 2.254
H -1.797 0.071 2.518
H -2.744 -0.698 1.248
H -2.729 1.842 3.806
H -4.381 2.416 3.485
H -3.544 3.954 0.321
H -4.848 3.630 1.487
H -2.606 2.219 -0.949
H -3.202 0.566 -0.815
H -4.970 0.081 0.791
H -5.669 1.400 1.751
O 1.044 1.222 1.459
N 1.719 1.843 2.339
C 2.235 1.203 3.420
C 2.962 1.903 4.359
C 3.187 3.265 4.216
C 2.665 3.894 3.097
C 1.942 3.174 2.172
H 2.016 0.141 3.450
H 3.353 1.355 5.205
H 3.755 3.816 4.952
H 2.818 4.950 2.918
H 1.531 3.570 1.256
O 1.873 -1.743 2.978
C 2.300 -2.309 1.971
O 1.818 -2.324 0.800
C 3.586 -3.114 2.095
C 4.003 -3.563 3.343
C 5.180 -4.277 3.475
C 5.936 -4.512 2.336
C 5.548 -4.069 1.082
C 4.356 -3.373 0.966
N 7.197 -5.253 2.470
O 7.523 -5.641 3.579
O 7.862 -5.445 1.468
H 3.386 -3.338 4.202
H 5.521 -4.647 4.430
H 6.170 -4.275 0.224
H 4.006 -3.009 0.008
Se -2.841 -4.628 2.356
C -1.683 -3.419 1.679
N -0.968 -2.616 1.237
*
```

Calculated values
Kohn-Sham gap (alpha / beta): 3.57 / 5.82 eV
⟨S²⟩: 0.773
ΔE to the lowest compared entry with this formula, charge and spin: 37.2 kcal per mole
HOMO level (alpha / beta): -0.35 / -2.60 eV

***

[3]
A molecular structure, CBrF2I in a non-equilibrium geometry. Source: OMol25; level of theory: ωB97M-V/def2-TZVPD.

```
! RIJCOSX wB97M-V def2-TZVPD def2/J DEFGRID3
* xyz 0 1
C 0.488 0.122 0.349
F 0.643 1.210 1.025
F -1.831 0.224 -1.735
Br 2.034 -0.838 0.003
I -1.334 -0.719 0.357
*
```

Calculated values
Kohn-Sham gap (alpha / beta): 6.99 / 8.52 eV
ΔE to the lowest compared entry with this formula, charge and spin: 79.7 kcal per mole
HOMO level (alpha / beta): -9.09 / -9.80 eV

***

[4]
2 unconnected molecules or ions with the total composition CO4S in a non-equilibrium geometry. Source: OMol25; level of theory: ωB97M-V/def2-TZVPD.

```
! RIJCOSX wB97M-V def2-TZVPD def2/J DEFGRID3
* xyz 0 1
C 1.774 0.109 0.145
O 1.243 0.981 0.644
O -1.740 1.110 -0.351
O -1.438 -1.256 -0.295
O 2.228 -0.792 -0.439
S -2.066 -0.152 0.296
*
```

Calculated values
Kohn-Sham gap: 10.95 eV
ΔE to the lowest compared entry with this formula, charge and spin: 3.3 kcal per mole
HOMO level: -12.21 eV

***

[5]
10 unconnected molecules or ions with the total composition C55H46Cl4F8O2 in a non-equilibrium geometry. Source: OMol25; level of theory: ωB97M-V/def2-TZVPD.

```
! RIJCOSX wB97M-V def2-TZVPD def2/J DEFGRID3
* xyz 0 1
F -14.022 17.279 -33.346
C -14.617 16.231 -33.944
C -15.329 16.469 -35.183
C -15.946 15.388 -35.844
C -15.837 14.100 -35.285
C -15.152 13.909 -34.098
C -14.471 14.927 -33.430
H -15.367 17.471 -35.585
H -16.428 15.568 -36.793
H -16.282 13.240 -35.763
H -15.079 12.884 -33.768
H -13.905 14.746 -32.529
F -11.493 5.700 -38.023
C -11.506 6.030 -36.797
C -11.732 7.372 -36.437
C -11.695 7.656 -35.039
C -11.566 6.632 -34.079
C -11.250 5.283 -34.518
C -11.324 5.006 -35.860
H -12.027 8.104 -37.174
H -11.867 8.690 -34.779
H -11.688 6.843 -33.027
H -11.147 4.503 -33.778
H -11.147 3.981 -36.153
F -11.909 11.449 -35.795
C -11.596 12.512 -36.628
C -12.257 13.721 -36.411
C -12.091 14.660 -37.348
C -11.226 14.490 -38.391
C -10.540 13.292 -38.571
C -10.652 12.316 -37.594
H -12.964 13.835 -35.603
H -12.632 15.572 -37.141
H -11.087 15.300 -39.092
H -9.923 13.250 -39.456
H -10.215 11.341 -37.747
F -16.195 14.996 -40.138
C -15.909 13.767 -39.606
C -16.904 12.927 -39.199
C -16.538 11.709 -38.734
C -15.193 11.372 -38.640
C -14.207 12.300 -38.998
C -14.581 13.490 -39.533
H -17.950 13.189 -39.265
H -17.265 10.920 -38.611
H -14.902 10.378 -38.334
H -13.152 12.115 -38.858
H -13.828 14.223 -39.783
F -11.441 12.829 -32.669
C -10.889 11.829 -32.048
C -10.621 10.666 -32.761
C -9.851 9.635 -32.097
C -9.271 9.831 -30.801
C -9.624 11.017 -30.122
C -10.487 11.967 -30.752
H -11.007 10.484 -33.753
H -9.706 8.653 -32.523
H -8.628 9.110 -30.318
H -9.270 11.182 -29.115
H -10.771 12.869 -30.231
F -7.506 12.453 -42.628
C -8.139 13.669 -42.290
C -9.517 13.674 -41.981
C -10.132 14.863 -41.690
C -9.383 16.045 -41.626
C -7.995 16.066 -41.892
C -7.363 14.839 -42.213
H -10.091 12.819 -42.304
H -11.207 14.910 -41.591
H -9.952 16.939 -41.419
H -7.566 17.057 -41.904
H -6.307 14.873 -42.438
F -9.904 21.714 -40.624
C -9.745 20.558 -39.963
C -8.591 19.834 -40.059
C -8.512 18.588 -39.429
C -9.596 18.102 -38.678
C -10.749 18.915 -38.558
C -10.795 20.123 -39.212
H -7.702 20.149 -40.586
H -7.603 18.015 -39.326
H -9.537 17.156 -38.161
H -11.676 18.556 -38.137
H -11.674 20.751 -39.199
F -7.408 13.296 -39.442
C -6.562 14.245 -39.016
C -5.235 13.904 -38.817
C -4.367 14.850 -38.256
C -4.890 16.004 -37.695
C -6.227 16.275 -37.829
C -7.085 15.406 -38.527
H -4.847 12.950 -39.144
H -3.315 14.614 -38.193
H -4.203 16.723 -37.274
H -6.679 17.133 -37.354
H -8.155 15.551 -38.543
C -9.751 15.609 -32.672
C -9.936 15.233 -34.011
C -9.219 15.871 -35.013
C -8.476 16.974 -34.739
C -8.309 17.367 -33.421
C -8.962 16.706 -32.416
O -8.878 17.181 -31.144
O -9.310 15.511 -36.320
H -10.153 15.050 -31.840
H -10.542 14.397 -34.329
H -8.041 17.533 -35.555
H -7.813 18.297 -33.184
H -9.066 18.122 -31.135
H -9.941 14.813 -36.513
C -7.399 9.412 -39.187
Cl -5.648 9.252 -39.613
Cl -7.513 10.486 -37.845
Cl -8.217 10.106 -40.555
Cl -8.058 7.871 -38.730
*
```

Calculated values
Kohn-Sham gap: 8.57 eV
structure (SMILES): ClC(Cl)(Cl)Cl.Oc1ccc(O)cc1.Fc1ccccc1.Fc1ccccc1.Fc1ccccc1.Fc1ccccc1.Fc1ccccc1.Fc1ccccc1.Fc1ccccc1.Fc1ccccc1
HOMO level: -8.15 eV

***

[6]
A single C4H7NOSi molecule in a non-equilibrium geometry. Source: OMol25; level of theory: ωB97M-V/def2-TZVPD.

```
! RIJCOSX wB97M-V def2-TZVPD def2/J DEFGRID3
* xyz 0 3
C -1.411 1.260 1.024
C -0.962 1.031 -0.292
C -1.603 0.449 2.109
C -0.023 0.189 -0.871
N 2.303 -1.323 -1.665
O -1.246 -0.719 2.173
Si 1.301 -0.914 -0.369
H -1.801 2.276 1.081
H -1.405 1.654 -1.021
H -2.070 0.810 3.006
H 0.134 0.422 -1.912
H 3.145 -1.949 -1.678
H 1.614 -1.522 -2.422
H 2.023 -1.662 0.835
*
```

Calculated values
Kohn-Sham gap (alpha / beta): 6.34 / 7.54 eV
⟨S²⟩: 2.016
ΔE to the lowest compared entry with this formula, charge and spin: 0.0 kcal per mole
HOMO level (alpha / beta): -5.61 / -9.48 eV

***

[7]
A molecular structure, C16H21N2O4OsPS3. Source: OMol25; level of theory: ωB97M-V/def2-TZVPD.

```
! RIJCOSX wB97M-V def2-TZVPD def2/J DEFGRID3
* xyz 1 6
Os -0.039 -0.845 0.566
C -0.694 -5.854 -3.108
C -1.531 -4.745 -2.532
O -0.940 -4.377 -1.237
P -1.523 -3.231 -0.362
S -0.380 -3.100 1.308
S -1.513 -1.424 -1.304
O -2.991 -3.686 -0.059
C -3.926 -2.888 0.727
C -5.241 -3.620 0.756
H -1.103 -6.143 -4.076
H -0.704 -6.726 -2.455
H 0.335 -5.529 -3.250
H -2.559 -5.053 -2.350
H -1.521 -3.855 -3.163
H -4.011 -1.908 0.256
H -3.503 -2.773 1.727
H -5.641 -3.739 -0.250
H -5.957 -3.048 1.345
H -5.126 -4.603 1.210
C 4.230 5.441 -2.720
C 3.748 4.317 -1.850
C 2.976 3.282 -2.379
C 2.524 2.249 -1.579
C 2.848 2.258 -0.228
C 3.621 3.271 0.327
C 4.064 4.293 -0.493
S 2.276 0.981 0.807
O 2.892 1.090 2.091
O 2.342 -0.295 0.077
N 0.641 1.099 0.902
C -0.056 1.492 2.049
C 0.142 2.603 2.849
C -0.715 2.762 3.924
C -1.726 1.835 4.162
C -1.846 0.754 3.312
N -1.020 0.591 2.277
H 4.046 5.238 -3.773
H 5.299 5.606 -2.582
H 3.721 6.370 -2.460
H 2.736 3.284 -3.434
H 1.940 1.441 -1.999
H 3.880 3.242 1.376
H 4.675 5.083 -0.074
H 0.937 3.303 2.639
H -0.600 3.612 4.583
H -2.403 1.948 4.995
H -2.605 -0.004 3.453
*
```

Calculated values
Kohn-Sham gap (alpha / beta): 8.93 / 6.97 eV
⟨S²⟩: 8.763
ΔE to the lowest compared entry with this formula, charge and spin: 0.0 kcal per mole
HOMO level (alpha / beta): -11.22 / -11.96 eV

***

[8]
2 unconnected molecules or ions with the total composition C5H15N2O in a non-equilibrium geometry. Source: OMol25; level of theory: ωB97M-V/def2-TZVPD.

```
! RIJCOSX wB97M-V def2-TZVPD def2/J DEFGRID3
* xyz 1 1
C 1.053 -0.201 -0.113
O 0.231 -0.117 -1.086
C 0.331 -0.257 1.363
C -0.464 -1.564 1.538
C -0.917 -1.762 2.967
C 0.223 1.989 -3.061
N -0.348 0.867 -3.738
N -0.481 0.885 1.591
H 1.754 0.653 -0.035
H 1.686 -1.108 -0.076
H -0.921 1.180 0.731
H 1.133 -0.175 2.106
H 0.110 -2.399 1.131
H -1.324 -1.492 0.860
H -1.003 -2.833 3.164
H -1.816 -1.190 3.166
H 1.320 1.830 -2.932
H 0.108 2.893 -3.657
H -0.117 2.025 -2.034
H -0.452 0.083 -3.101
H 0.062 0.621 -4.625
H -0.109 -1.525 3.670
H -0.061 1.599 2.169
*
```

Calculated values
Kohn-Sham gap: 3.85 eV
ΔE to the lowest compared entry with this formula, charge and spin: 155.2 kcal per mole
HOMO level: -12.47 eV